54
Properties=species:S:1:pos:R:3 method="wB97M-V/def2-TZVPD" total_energy_ev=-33394.660 relative_energy_ev=5.266 total_charge=+1 homo_ha=-0.352
O -1.4104 4.6733 -3.3020
N -1.7358 4.6024 -2.0940
O -1.7812 5.6055 -1.3493
C -2.0585 3.3257 -1.5618
C -2.3741 3.1779 -0.1942
C -2.5129 1.9105 0.3331
C -2.3608 0.7483 -0.4885
C -2.3142 -0.5964 0.0300
C -1.6144 -0.9662 1.1689
N -1.5570 -2.2659 1.5195
C -2.2467 -3.2725 0.7518
C -1.9623 -4.6019 1.4581
C -1.0360 -4.2868 2.6499
C -0.7529 -2.7798 2.6081
C -0.7819 -0.0091 1.9624
C 0.2628 0.6301 1.2854
C 1.1291 1.4943 1.9485
C 0.9368 1.7382 3.3128
C -0.1041 1.1097 4.0039
C -0.9488 0.2147 3.3392
C -2.2134 0.9487 -1.8903
C -1.9857 2.2029 -2.4108
H -2.4746 4.0697 0.4134
H -2.7146 1.7739 1.3969
H -2.8371 -1.3656 -0.5471
H -3.3230 -3.0429 0.7245
H -1.9074 -3.3002 -0.2964
H -2.9110 -5.0359 1.7821
H -1.4891 -5.3043 0.7702
H -1.5197 -4.5252 3.5997
H -0.1093 -4.8584 2.5922
H 0.3250 -2.5726 2.4758
H -1.0366 -2.2953 3.5549
H 0.3810 0.4323 0.2161
H 1.9467 1.9657 1.3946
H 1.6188 2.4102 3.8368
H -0.2575 1.3069 5.0686
H -1.7501 -0.2971 3.8788
H -2.2166 0.0706 -2.5435
H -1.7568 2.3606 -3.4579
C 3.0645 -0.0054 -1.2626
C 3.0185 1.3304 -1.6453
C 3.4625 1.9085 -2.8301
C 4.0533 1.2981 -3.9284
C 4.3609 -0.0435 -4.1112
C 4.1599 -1.1020 -3.2343
C 3.5921 -1.0843 -1.9662
H 2.6621 -0.2353 -0.2691
H 2.5770 2.0198 -0.9164
H 3.3233 2.9914 -2.9079
H 4.3106 1.9625 -4.7590
H 4.8254 -0.3014 -5.0683
H 4.4932 -2.0834 -3.5885
H 3.5509 -2.0513 -1.4530

***

46
Properties=species:S:1:pos:R:3 method="wB97M-V/def2-TZVPD" total_energy_ev=-47090.831 total_charge=+1 homo_ha=-0.438
C 0.7698 -2.1470 1.9532
S 2.1140 -2.8142 1.0366
O 2.7808 -1.7411 0.3983
O 2.9363 -3.6242 1.8563
C 1.5523 -3.8339 -0.3392
C 2.8978 -4.3685 -0.9869
O 2.9394 -5.7275 -0.6383
C 1.6566 -6.1541 -0.8025
N 0.8514 -5.1172 -0.0245
H 0.2218 -2.9073 2.4921
H 0.1045 -1.5828 1.3118
H 1.2399 -1.4553 2.6398
H 1.0449 -3.3299 -1.1458
H 3.7868 -3.8513 -0.6636
H 2.7961 -4.2225 -2.0600
H 1.3867 -6.0129 -1.8531
H 1.4450 -7.1796 -0.5406
H 0.7256 -5.3521 0.9621
H -0.0715 -5.1280 -0.4633
O -0.3848 2.8975 0.1054
Si -0.5834 1.6438 -0.9357
C -1.2508 2.2475 -2.5731
C -1.7897 0.3947 -0.2151
C 1.0383 0.7717 -1.2351
Si -1.3045 4.0744 0.8222
C -0.2565 5.1494 1.9241
C -2.6505 3.2885 1.8613
C -2.1017 5.1504 -0.4830
H -2.2622 2.6430 -2.4669
H -1.2808 1.4333 -3.3006
H -0.6194 3.0414 -2.9751
H -1.4824 0.0954 0.7912
H -1.8379 -0.4979 -0.8453
H -2.7950 0.8110 -0.1455
H 1.4576 0.3770 -0.3082
H 1.7757 1.4387 -1.6831
H 0.8827 -0.0664 -1.9199
H 0.2104 4.5715 2.7239
H -0.8854 5.9138 2.3833
H 0.5309 5.6530 1.3608
H -3.3718 2.7548 1.2390
H -3.1906 4.0535 2.4213
H -2.2272 2.5783 2.5752
H -2.8266 4.5892 -1.0758
H -1.3496 5.5549 -1.1630
H -2.6228 5.9871 -0.0145

***

12
Properties=species:S:1:pos:R:3 method="wB97M-V/def2-TZVPD" total_energy_ev=-13600.800 relative_energy_ev=2.656 homo_ha=-0.323 smiles="O=[SiH2].C=CN"
C -1.2628 -0.0149 0.6350
C -0.3695 -0.9051 0.1185
N -1.6270 1.2346 0.0264
O 1.2596 1.0557 -0.8917
Si 2.0297 0.1401 -0.0264
H -1.7159 -0.2237 1.6074
H -0.0915 -0.8889 -0.9602
H -0.1389 -1.9197 0.4425
H -1.6914 2.0613 0.6401
H -0.9438 1.3077 -0.6806
H 2.6504 -0.9612 -0.6437
H 2.2146 0.7350 1.3469

***

no.,frontier orbital gap (Ha),E_LUMO (eV),strongest force on any atom (Eh/bohr)
1,0.1492,-5.52,0.0583
2,0.2987,-3.80,0.0350
3,0.3291,0.17,0.0754